Version a
A cluster of 2 separate species, CH5OS in total, computed with ωB97M-V/def2-TZVPD.

Output
Spin multiplicity: 1
E_HOMO in hartree: -0.1055
Total charge: -1

Atoms and positions in Å:
S -1.524 0.779 0.405
H -1.894 0.618 -0.882
C 1.973 -0.343 -0.315
O 0.857 -1.187 -0.346
H 2.610 -0.574 -1.191
H 1.780 0.728 -0.310
H 2.596 -0.569 0.564
H 0.051 -0.600 -0.345

Version b
A cluster of 2 separate species, CH5OS in total, computed with ωB97M-V/def2-TZVPD.

Output
Spin multiplicity: 1
E_HOMO in hartree: -0.0873
Total charge: -1

Atoms and positions in Å:
O -1.570 -0.019 -2.230
H -0.598 -0.133 -2.229
C 0.951 -1.070 0.868
S 0.400 0.686 0.839
H 0.541 -1.474 1.809
H 1.931 -1.403 0.455
H 0.206 -1.581 0.242
H -1.566 0.185 -1.272

Pick version a: it beats the second-best structure by 8.2 kcal/mol.

Version a
A cluster of 2 separate species, C2H6N5 in total, computed with ωB97M-V/def2-TZVPD.

Output
Spin multiplicity: 1
E_HOMO in hartree: -0.5394
Total charge: +1

Atoms and positions in Å:
C -0.788 -0.316 -0.130
C -0.765 1.162 -0.578
N 2.080 1.172 1.170
N 2.024 0.317 0.451
N -0.947 0.637 0.717
N 1.555 -0.619 -0.136
N -1.013 -1.567 -0.161
H 0.159 1.619 -0.907
H -1.664 1.604 -0.911
H -0.974 1.064 1.622
H 1.998 -1.021 -0.857
H -0.744 -2.021 -1.075
H -0.921 -2.032 0.796

Version b
The ion C2H6N5 with charge +1, computed with ωB97M-V/def2-TZVPD.

Output
Spin multiplicity: 1
E_HOMO in hartree: -0.5362
Structure (SMILES): C/N=[N+](\N)N=C=N
Total charge: +1

Atoms and positions in Å:
C 1.586 -1.111 -0.095
N 0.272 -0.491 -0.156
N -0.036 0.711 0.056
N 0.714 1.803 0.257
N -1.369 0.923 0.215
C -2.215 0.032 0.043
N -2.863 -0.878 -0.241
H 1.623 -1.920 -0.749
H 2.288 -0.310 -0.252
H 1.686 -1.585 0.930
H 0.224 2.685 0.048
H 1.736 1.687 0.091
H -3.646 -1.547 -0.147

Pick version a: it beats the second-best structure by 3.9 kcal/mol.

Version a
The molecule C3H3FO, computed with ωB97M-V/def2-TZVPD.

Output
Spin multiplicity: 1
E_HOMO in hartree: -0.3692
Structure (SMILES): O=C/C=C\F
Total charge: 0

Atoms and positions in Å:
O 1.446 -1.363 -0.117
C 1.305 -0.172 0.113
C 0.015 0.479 -0.044
C -1.214 -0.031 -0.018
F -1.497 -1.308 0.053
H 2.131 0.468 0.438
H 0.003 1.410 -0.365
H -2.190 0.516 -0.060

Version b
The molecule C3H3FO, computed with ωB97M-V/def2-TZVPD.

Output
Spin multiplicity: 1
E_HOMO in hartree: -0.3017
Structure (SMILES): O=C1C[C@@H]1F
Total charge: 0

Atoms and positions in Å:
O -1.574 0.155 1.489
C -0.808 0.229 0.639
C -0.047 0.627 -0.480
C 0.637 -0.671 0.132
F 0.571 -1.820 -0.575
H -0.716 0.430 -1.280
H 0.519 1.567 -0.745
H 1.419 -0.517 0.820

Pick version a: it beats the second-best structure by 37.3 kcal/mol.